Entry 1:
# C38H36AsCl3N4O3PdS4

A structure of composition C38H36AsCl3N4O3PdS4 in a non-equilibrium geometry (ωB97M-V/def2-TZVPD, the Open Molecules 2025 dataset).

Each line ends with the Löwdin charge.
CARTESIAN COORDINATES (ANGSTROEM)
Pd1 -0.332 0.678 -0.179  0.24
N1 2.555 1.525 0.189  -0.02
C1 3.826 1.614 0.613  -0.14
C2 4.341 0.329 0.625  -0.12
C3 3.276 -0.472 0.163  -0.18
N2 2.203 0.262 -0.097  0.02
H1 1.866 2.292 -0.061  0.01
H2 4.261 2.568 0.874  0.10
H3 5.332 0.019 0.922  0.06
H4 3.252 -1.545 0.027  0.08
Cl1 -5.238 -1.537 -1.429  0.60
C4 -4.406 -0.236 -0.596  -0.67
C5 -5.025 0.991 -0.461  -0.14
C6 -4.302 1.973 0.201  -0.09
C7 -3.049 1.681 0.713  -0.17
N3 -2.464 0.473 0.600  0.00
C8 -3.153 -0.470 -0.064  -0.18
H5 -6.014 1.168 -0.860  0.09
H6 -4.726 2.959 0.342  0.10
H7 -2.481 2.422 1.256  0.03
H8 -2.681 -1.439 -0.164  0.08
C9 -0.933 2.176 5.455  -0.30
As1 -0.073 1.245 3.966  0.62
C10 -0.950 -0.467 4.082  -0.25
C11 1.688 0.908 4.700  -0.27
S1 -0.038 2.456 2.297  0.18
H9 -0.755 1.675 6.411  0.02
H10 -2.004 2.215 5.257  0.02
H11 -0.548 3.193 5.484  0.01
H12 -0.906 -0.810 5.116  0.03
H13 -0.433 -1.146 3.395  -0.01
H14 -1.981 -0.353 3.751  0.03
H15 1.630 0.494 5.708  0.02
H16 2.220 1.855 4.707  0.02
H17 2.205 0.215 4.036  0.03
O1 0.859 3.147 -0.579  -0.27
C12 0.696 3.471 -1.896  -0.59
C13 -0.715 3.034 -2.411  -0.39
C14 -1.815 3.824 -2.627  -0.16
C15 -2.988 3.090 -2.963  -0.22
C16 -2.765 1.744 -2.980  -0.43
S2 -1.161 1.362 -2.529  1.02
C17 0.781 5.011 -2.051  -0.49
C18 0.938 5.877 -1.018  -0.12
C19 0.940 7.250 -1.416  -0.20
C20 0.781 7.405 -2.760  -0.45
S3 0.629 5.886 -3.542  0.98
C21 1.832 2.819 -2.743  -0.42
C22 2.068 1.491 -2.948  -0.17
C23 3.301 1.221 -3.605  -0.20
C24 4.007 2.350 -3.888  -0.45
S4 3.162 3.744 -3.362  0.99
H18 -1.794 4.903 -2.569  0.08
H19 -3.953 3.544 -3.162  0.08
H20 -3.465 0.953 -3.213  0.06
H21 1.025 5.516 -0.001  0.11
H22 1.061 8.079 -0.730  0.08
H23 0.737 8.319 -3.338  0.04
H24 1.419 0.709 -2.580  0.06
H25 3.651 0.222 -3.840  0.09
H26 4.965 2.444 -4.378  0.04
Cl2 -2.484 -4.400 -2.747  0.67
C25 -0.794 -3.958 -2.587  -0.57
C26 -0.281 -3.062 -3.500  -0.12
C27 1.040 -2.667 -3.395  -0.09
C28 1.816 -3.193 -2.380  -0.13
C29 1.287 -4.091 -1.471  -0.57
Cl3 2.378 -4.666 -0.239  0.73
C30 -0.056 -4.496 -1.520  -0.29
N4 -0.683 -5.405 -0.667  0.07
C31 -0.357 -5.622 0.719  -0.25
C32 0.229 -6.830 1.076  -0.07
C33 0.545 -7.101 2.398  -0.12
C34 0.255 -6.148 3.369  -0.10
C35 -0.365 -4.960 3.014  -0.03
C36 -0.700 -4.671 1.688  -0.16
C37 -1.349 -3.378 1.322  -0.05
C38 -0.242 -2.272 1.002  -0.66
O2 0.438 -1.947 1.996  -0.07
O3 -0.192 -1.954 -0.210  -0.07
H27 -0.926 -2.661 -4.270  0.10
H28 1.451 -1.934 -4.079  0.10
H29 2.849 -2.892 -2.265  0.10
H30 -1.677 -5.411 -0.822  0.06
H31 0.458 -7.545 0.295  0.10
H32 1.014 -8.041 2.669  0.09
H33 0.503 -6.337 4.408  0.09
H34 -0.602 -4.222 3.773  0.11
H35 -1.946 -2.979 2.145  0.11
H36 -1.965 -3.478 0.429  0.09

As for the total charge: -2.

---

Entry 2:
# C38H36NP2STl

A structure of composition C38H36NP2STl (ωB97M-V/def2-TZVPD, the Open Molecules 2025 dataset).

Each line ends with the Löwdin charge.
CARTESIAN COORDINATES (ANGSTROEM)
Tl1 -1.364 -0.970 -0.900  0.52
C1 1.825 -1.613 1.762  -0.40
C2 2.202 -1.786 0.296  -0.43
P1 2.141 -0.175 -0.603  1.01
C3 2.739 -0.703 -2.250  -0.37
C4 3.922 -0.249 -2.824  -0.08
C5 4.283 -0.654 -4.104  -0.08
C6 3.470 -1.518 -4.821  -0.09
C7 2.283 -1.971 -4.259  -0.08
C8 1.918 -1.559 -2.987  -0.12
C9 3.570 0.728 0.090  -0.39
C10 3.558 2.113 -0.058  -0.11
C11 4.598 2.895 0.426  -0.08
C12 5.659 2.296 1.090  -0.08
C13 5.679 0.918 1.257  -0.08
C14 4.644 0.140 0.756  -0.09
P2 0.102 -0.963 1.901  0.97
C15 0.271 0.470 3.026  -0.35
C16 -0.501 1.598 2.764  -0.10
C17 -0.426 2.713 3.589  -0.08
C18 0.426 2.710 4.683  -0.08
C19 1.198 1.586 4.957  -0.08
C20 1.117 0.474 4.135  -0.09
C21 -0.763 -2.198 2.943  -0.35
C22 -0.157 -2.913 3.977  -0.10
C23 -0.888 -3.810 4.739  -0.09
C24 -2.240 -4.003 4.479  -0.09
C25 -2.855 -3.290 3.463  -0.07
C26 -2.121 -2.392 2.698  -0.11
H1 2.512 -0.917 2.246  0.06
H2 1.900 -2.566 2.282  0.08
H3 1.501 -2.457 -0.208  0.06
H4 3.192 -2.237 0.192  0.08
H5 4.572 0.420 -2.274  0.10
H6 5.207 -0.293 -4.537  0.10
H7 3.755 -1.834 -5.816  0.10
H8 1.636 -2.637 -4.815  0.11
H9 0.973 -1.896 -2.572  0.03
H10 2.723 2.590 -0.561  0.10
H11 4.570 3.968 0.296  0.10
H12 6.466 2.902 1.481  0.10
H13 6.504 0.446 1.774  0.10
H14 4.690 -0.933 0.886  0.10
H15 -1.189 1.598 1.922  0.05
H16 -1.036 3.581 3.375  0.11
H17 0.489 3.578 5.325  0.10
H18 1.860 1.577 5.813  0.10
H19 1.723 -0.394 4.366  0.10
H20 0.890 -2.770 4.208  0.09
H21 -0.405 -4.356 5.539  0.10
H22 -2.810 -4.704 5.074  0.10
H23 -3.909 -3.426 3.261  0.11
H24 -2.619 -1.809 1.927  0.03
N1 -0.653 1.631 -1.269  -0.01
C27 -1.038 2.150 -2.524  -0.33
C28 -2.343 2.591 -2.729  -0.04
C29 -2.729 3.029 -3.987  -0.09
C30 -1.831 3.029 -5.047  -0.10
C31 -0.533 2.584 -4.835  -0.09
C32 -0.136 2.141 -3.583  -0.04
H25 0.342 1.712 -1.084  0.02
H26 -1.208 1.986 -0.499  0.04
H27 -3.043 2.578 -1.902  0.10
H28 -3.744 3.372 -4.138  0.10
H29 -2.138 3.374 -6.025  0.10
H30 0.177 2.575 -5.652  0.10
H31 0.873 1.777 -3.425  0.11
S1 -3.319 0.345 0.459  0.42
C33 -4.714 -0.312 -0.413  -0.71
C34 -5.798 -0.839 0.294  -0.13
C35 -6.901 -1.355 -0.371  -0.10
C36 -6.947 -1.369 -1.759  -0.11
C37 -5.876 -0.853 -2.474  -0.10
C38 -4.776 -0.327 -1.810  -0.16
H32 -5.764 -0.835 1.376  0.09
H33 -7.730 -1.753 0.200  0.10
H34 -7.807 -1.772 -2.276  0.09
H35 -5.896 -0.853 -3.557  0.10
H36 -3.952 0.088 -2.379  0.07

As for the total charge: 0.

---

Total energy (computed, eV): -197319.70559, -75588.09518
Energy above the lowest of the compared OMol25 structures with the same formula, charge and spin (computed, kcal per mole): 16.3, 2.4